Record 1
{"formula": "C5H8O2", "method": "the ωB97M-V functional and the def2-TZVPD basis", "charge": 0, "e_above_lowest_ev": 5.169, "smiles": "CC1O[C@@H]2C[C@H]2O1", "spin_multiplicity": 1, "species": ["C", "C", "O", "C", "C", "C", "O", "H", "H", "H", "H", "H", "H", "H", "H"], "xyz": [[2.23372, -0.09715, 0.41161], [1.04632, 0.11923, -0.44601], [0.23509, -1.10809, -0.46258], [-0.86525, -0.68165, 0.29030], [-2.28494, -0.09702, 0.24123], [-1.01988, 0.67176, -0.19972], [0.23845, 1.19452, 0.09365], [2.80934, 0.81236, 0.54195], [2.92171, -0.82301, 0.01815], [1.95956, -0.40127, 1.42813], [1.30211, 0.33920, -1.49006], [-0.58187, -0.59801, 1.31372], [-2.91703, -0.11645, -0.60887], [-2.74741, -0.06599, 1.23748], [-1.19453, 0.67080, -1.27358]], "mulliken_charge": [-1.2904, 0.3961, -0.3771, 0.1220, -0.6461, 0.0548, -0.3849, 0.3508, 0.3552, 0.2685, 0.2714, 0.1988, 0.2864, 0.2508, 0.1436]}

Record 2
{"formula": "C5H8O2", "method": "the ωB97M-V functional and the def2-TZVPD basis", "charge": 0, "e_above_lowest_ev": 0.962, "smiles": "CC1(OC=O)CC1", "spin_multiplicity": 1, "species": ["C", "C", "O", "C", "O", "C", "C", "H", "H", "H", "H", "H", "H", "H", "H"], "xyz": [[-0.26792, 1.44905, -0.30486], [-0.14961, 0.02550, 0.18400], [1.13195, -0.32823, 0.71129], [2.19315, -0.23472, -0.09783], [2.19864, 0.13310, -1.24284], [-0.91395, -1.08930, -0.45583], [-1.25082, -0.63592, 0.94473], [0.15022, 1.55638, -1.30810], [0.27087, 2.12080, 0.37190], [-1.31949, 1.75318, -0.31784], [3.08880, -0.54691, 0.45975], [-1.59439, -0.83384, -1.26387], [-0.41298, -2.04631, -0.56645], [-2.16544, -0.07306, 1.10876], [-0.95724, -1.28632, 1.76301]], "mulliken_charge": [-1.4871, 1.2066, -0.3231, 0.0861, -0.4680, -0.6639, -0.7339, 0.3016, 0.3537, 0.3964, 0.3652, 0.2377, 0.2460, 0.2378, 0.2448]}

Record 3
{"formula": "C5H13N", "method": "the ωB97M-V functional and the def2-TZVPD basis", "charge": 0, "e_above_lowest_ev": 1.196, "smiles": "CC[C@H](C)NC", "spin_multiplicity": 1, "species": ["C", "C", "C", "C", "N", "C", "H", "H", "H", "H", "H", "H", "H", "H", "H", "H", "H", "H", "H"], "xyz": [[2.05558, -0.09939, -0.28887], [0.84607, 0.21969, -1.12962], [-0.43106, -0.31872, -0.48204], [-1.64822, 0.05263, -1.37127], [-0.66541, 0.23703, 0.86935], [-0.27644, -0.10193, 2.23504], [1.98126, -1.10213, 0.15523], [3.05605, -0.01039, -0.72635], [2.07336, 0.53552, 0.60594], [0.86397, -0.34746, -2.07143], [0.82518, 1.30828, -1.23024], [-0.42614, -1.40193, -0.35455], [-1.38048, 0.19725, -2.41226], [-2.17211, 0.88175, -0.89079], [-2.34981, -0.78660, -1.43402], [-0.76069, 1.23000, 0.70728], [-0.50793, 0.77203, 2.83536], [-0.88260, -0.90524, 2.67569], [0.79049, -0.33583, 2.21854]], "mulliken_charge": [-1.2802, -0.2907, 0.0227, -1.2583, -0.3183, -0.8429, 0.3387, 0.3474, 0.2522, 0.3330, 0.2590, 0.4077, 0.3563, 0.3263, 0.2914, 0.2296, 0.2923, 0.2546, 0.2794]}

Record 4
{"formula": "C4H9NO", "method": "the ωB97M-V functional and the def2-TZVPD basis", "charge": 0, "e_above_lowest_ev": 0.806, "smiles": "CC(=O)N(C)C", "spin_multiplicity": 1, "species": ["C", "C", "O", "N", "C", "C", "H", "H", "H", "H", "H", "H", "H", "H", "H"], "xyz": [[-1.94530, 0.45291, -0.00494], [-0.84903, -0.61272, -0.01372], [-1.12892, -1.81756, -0.02023], [0.44764, -0.18470, 0.01550], [0.83305, 1.21240, -0.01394], [1.40001, -1.26668, -0.00089], [-1.89081, 1.11053, -0.86378], [-2.92758, -0.02663, 0.03488], [-1.82275, 1.01713, 0.94273], [1.92220, 1.28174, -0.30061], [0.30730, 1.77112, -0.81068], [0.68164, 1.74003, 0.99171], [2.43958, -0.88722, 0.27174], [1.43013, -1.75399, -0.97501], [1.10284, -2.03637, 0.74725]], "mulliken_charge": [-1.1324, 0.7068, -0.6511, 0.1309, -0.8876, -0.9064, 0.3269, 0.2864, 0.2941, 0.3477, 0.3041, 0.2527, 0.3434, 0.2822, 0.3024]}

Record 5
{"formula": "C33H80FIN3O7PS8", "method": "the ωB97M-V functional and the def2-TZVPD basis", "charge": 0, "spin_multiplicity": 1, "species": ["C", "C", "C", "C", "C", "C", "C", "C", "C", "C", "C", "O", "C", "I", "C", "N", "F", "C", "C", "C", "S", "C", "S", "N", "C", "C", "C", "C", "P", "N", "H", "H", "H", "H", "H", "H", "H", "H", "H", "H", "H", "H", "H", "H", "H", "H", "H", "H", "H", "H", "H", "H", "H", "H", "H", "H", "H", "H", "H", "H", "H", "H", "H", "H", "H", "H", "H", "H", "H", "H", "H", "H", "H", "H", "C", "S", "O", "C", "H", "H", "H", "H", "H", "H", "C", "S", "O", "C", "H", "H", "H", "H", "H", "H", "C", "S", "O", "C", "H", "H", "H", "H", "H", "H", "C", "S", "O", "C", "H", "H", "H", "H", "H", "H", "C", "S", "O", "C", "H", "H", "H", "H", "H", "H", "C", "S", "O", "C", "H", "H", "H", "H", "H", "H"], "xyz": [[-0.47710, 8.08371, 0.63941], [-0.51458, 8.97887, 1.89075], [-1.75312, 9.87711, 1.96028], [-3.02923, 9.11648, 2.37548], [-4.06511, 8.97003, 1.25987], [-4.59595, 10.31972, 0.71947], [-6.13051, 10.40168, 0.60885], [-6.66606, 10.02476, -0.77774], [-6.71705, 8.50085, -0.98080], [-6.35603, 8.02335, -2.39937], [-5.06991, 7.19746, -2.41044], [-5.04310, 6.07863, -1.52943], [-6.00656, 5.09285, -1.70493], [-7.24136, 4.95352, 0.08063], [-5.33973, 3.74443, -1.93087], [-4.29116, 3.53135, -0.95028], [-3.07833, 3.47339, -1.71031], [-4.32860, 2.29175, -0.17861], [-3.88823, 2.51491, 1.27600], [-2.81950, 1.54761, 1.78927], [-1.33816, 1.39041, 0.77498], [-0.44100, 2.85893, 1.08248], [-0.72292, 3.93336, 2.28058], [0.60079, 2.90445, 0.14502], [1.89052, 3.44198, 0.60378], [3.01119, 2.52523, 0.12634], [0.18549, 3.40122, -1.18348], [-0.21023, 4.88136, -1.21975], [-4.61185, 6.71466, -4.12940], [-5.80380, 6.50335, -5.11521], [-0.79111, 7.06126, 0.85705], [-1.14212, 8.47175, -0.13770], [0.52213, 8.03544, 0.20345], [0.38961, 9.59006, 1.94280], [-0.50000, 8.34435, 2.78237], [-1.56070, 10.70625, 2.64556], [-1.90919, 10.32799, 0.97360], [-2.74116, 8.11237, 2.70466], [-3.50465, 9.60025, 3.23426], [-3.63045, 8.37087, 0.45220], [-4.90985, 8.39117, 1.64487], [-4.22372, 11.13290, 1.34859], [-4.17886, 10.50120, -0.27713], [-6.56853, 9.71379, 1.34147], [-6.48105, 11.40122, 0.87745], [-6.00838, 10.45304, -1.54217], [-7.65881, 10.46307, -0.90878], [-7.69594, 8.10712, -0.70480], [-6.01230, 8.05016, -0.27762], [-7.17113, 7.48223, -2.88361], [-6.16558, 8.88068, -3.05561], [-4.26199, 7.84526, -2.05060], [-6.68936, 5.32872, -2.52243], [-4.88538, 3.75418, -2.92529], [-6.09069, 2.95069, -1.90862], [-3.68699, 1.55886, -0.67807], [-5.35097, 1.90843, -0.21884], [-3.53844, 3.54023, 1.38860], [-4.76159, 2.40561, 1.92593], [-2.49232, 1.84289, 2.78723], [-3.20959, 0.52770, 1.85985], [1.87096, 3.52446, 1.68955], [2.03509, 4.45343, 0.20848], [3.13346, 2.62993, -0.95415], [3.95525, 2.75865, 0.61914], [2.73306, 1.48689, 0.30711], [1.01799, 3.20051, -1.86187], [-0.64560, 2.78122, -1.51674], [0.25453, 5.43881, -0.40513], [0.11904, 5.33523, -2.15704], [-1.29024, 5.00469, -1.14160], [-3.72676, 5.63858, -3.92481], [-3.73479, 7.77808, -4.43981], [-5.81404, 5.61064, -5.59022], [1.88225, -1.47041, -2.44629], [2.78761, -1.24713, -0.91087], [3.85327, -0.24297, -1.19152], [3.56795, -2.85689, -0.89784], [1.35329, -0.54187, -2.65101], [2.58904, -1.68399, -3.24889], [1.17187, -2.28830, -2.32593], [4.15386, -2.96784, -1.81137], [2.81160, -3.63517, -0.81326], [4.20992, -2.90994, -0.02305], [2.95878, -7.60296, 1.83245], [3.76757, -6.06294, 2.23136], [3.36012, -5.06542, 1.19468], [5.41952, -6.61238, 1.79805], [1.89219, -7.46912, 2.01056], [3.13680, -7.84819, 0.78638], [3.35474, -8.38484, 2.47888], [5.42430, -6.93313, 0.75654], [5.69511, -7.43361, 2.46002], [6.09434, -5.77033, 1.93819], [3.47342, 0.86784, -5.89289], [3.43637, 1.51317, -4.21343], [3.32887, 2.99261, -4.33646], [5.13937, 1.13890, -3.80581], [2.49105, 1.04158, -6.32713], [4.23385, 1.39885, -6.46547], [3.68351, -0.20178, -5.86666], [5.79265, 1.64073, -4.51986], [5.28317, 0.05939, -3.81783], [5.30820, 1.50544, -2.79611], [2.64681, -12.61334, -0.76228], [2.63370, -10.83532, -0.56315], [3.33860, -10.55865, 0.72007], [0.87660, -10.67252, -0.22810], [3.67673, -12.92255, -0.92955], [2.26898, -13.07643, 0.14945], [2.04011, -12.90253, -1.62028], [0.62285, -11.27734, 0.64244], [0.31040, -10.99018, -1.10345], [0.68128, -9.62154, -0.02419], [6.50293, -14.52980, 1.03127], [5.37739, -15.87163, 0.62728], [4.67678, -15.47223, -0.62165], [4.22958, -15.56501, 1.97720], [7.27596, -14.51653, 0.26588], [5.95364, -13.58791, 1.02586], [6.95326, -14.71453, 2.00659], [3.85608, -14.54347, 1.90179], [4.73719, -15.72505, 2.92847], [3.41128, -16.27441, 1.87257], [4.99069, -11.50478, 5.52903], [3.65172, -10.71366, 4.62913], [4.13619, -9.35081, 4.28082], [2.55970, -10.50873, 6.04077], [5.80110, -11.66484, 4.82075], [5.32094, -10.84560, 6.33120], [4.64839, -12.46133, 5.92431], [3.06883, -9.92220, 6.80484], [2.27199, -11.48777, 6.42406], [1.67807, -9.97686, 5.68923]], "mulliken_charge": [-0.6824, -0.9135, -0.6831, -1.1570, -0.0397, -0.5167, -1.2985, -0.8338, 0.0024, -1.2931, 0.0270, -0.0963, -0.4917, -0.0663, -1.1310, 0.6455, -0.2728, -0.7866, -0.4788, -1.1596, -0.0416, 0.0144, -0.1905, 0.3636, -0.7627, -0.9955, -0.5618, -0.4642, 0.1585, -0.7071, 0.0272, 0.1961, 0.4730, 0.3838, 0.3837, 0.3611, 0.3628, 0.4753, 0.4231, -0.1744, 0.5434, 0.5122, 0.3623, 0.4329, 0.4266, 0.3514, 0.4067, 0.4022, -0.1255, 0.4101, 0.6297, 0.3215, 0.6523, 0.3240, 0.4782, 0.4970, 0.3244, 0.1950, 0.4540, 0.5022, 0.4187, 0.6620, 0.2249, 0.1061, 0.4757, 0.1614, 0.0394, 0.5135, -0.0508, 0.4317, 0.0200, 0.0419, 0.0993, 0.2557, -0.8650, 0.6374, -0.5917, -1.0784, 0.2369, 0.2203, 0.4196, 0.3361, 0.4092, 0.3113, -0.5736, 0.3521, -0.5287, -0.9098, 0.3979, 0.1669, 0.1781, 0.2981, 0.3200, 0.3347, -1.0731, 0.7449, -0.6995, -0.9990, 0.3384, 0.3267, 0.3328, 0.4370, 0.3202, 0.2432, -0.8796, 0.4383, -0.5098, -0.9516, 0.2591, 0.2378, 0.4247, 0.2814, 0.3964, 0.3035, -0.7927, 0.4674, -0.5851, -0.7538, 0.3268, 0.1805, 0.3559, 0.1120, 0.3731, 0.3269, -1.0429, 0.6435, -0.6525, -1.0073, 0.3096, 0.3383, 0.3709, 0.3210, 0.3539, 0.3127]}

Record 6
{"formula": "C12H22F4N3O3", "method": "the ωB97M-V functional and the def2-TZVPD basis", "charge": 1, "spin_multiplicity": 1, "species": ["C", "C", "N", "C", "N", "C", "C", "O", "C", "C", "C", "C", "C", "F", "N", "C", "O", "C", "F", "F", "F", "H", "H", "H", "H", "H", "H", "H", "H", "H", "H", "H", "H", "H", "H", "H", "H", "H", "H", "H", "H", "O", "H", "H"], "xyz": [[3.15423, -3.23069, 1.30688], [3.16154, -2.47557, 0.19521], [3.17898, -1.02487, 0.28831], [2.07922, -0.34688, 0.15193], [2.03160, 1.01031, 0.20822], [0.66767, 1.45952, -0.23000], [0.66706, 2.59570, -1.24501], [0.63984, 3.85208, -0.63273], [1.90694, 4.34762, -0.22310], [0.18396, 0.13740, -0.85282], [-1.23742, -0.06698, -1.35394], [-2.37488, -0.10398, -0.34079], [-2.53581, 1.13789, 0.52179], [-3.53699, -0.22245, -1.11852], [0.84610, -0.94928, -0.09752], [0.24501, -1.33002, 1.19069], [-0.43400, -2.54687, 0.95425], [-1.15115, -3.03606, 2.00401], [-1.76347, -2.06413, 2.69456], [-2.06256, -3.86270, 1.52804], [-0.36284, -3.70548, 2.85064], [3.88974, -3.11018, 2.10100], [2.41957, -4.02013, 1.44402], [3.23226, -2.87916, -0.80833], [4.04006, -0.50788, 0.44274], [2.37842, 1.37914, 1.08597], [0.16514, 1.77858, 0.68542], [-0.25834, 2.51948, -1.81976], [1.50124, 2.49108, -1.94918], [2.08773, 4.14654, 0.83867], [1.91572, 5.42199, -0.38884], [2.71952, 3.89392, -0.79874], [0.76068, 0.12914, -1.79117], [-1.47466, 0.72283, -2.06760], [-1.25648, -1.01335, -1.89771], [-2.35851, -0.99382, 0.28875], [-2.18689, 2.04350, 0.02494], [-3.59761, 1.25470, 0.73776], [-2.04972, 1.01800, 1.49243], [-0.43545, -0.54206, 1.51571], [1.04726, -1.46770, 1.91974], [-5.49931, -0.31243, -3.28444], [-4.82209, -0.31098, -2.59992], [-6.03644, -1.08920, -3.10307]], "mulliken_charge": [-0.6475, -0.1327, -0.0809, 0.1016, -0.3880, 0.5320, -0.8857, -0.4383, -0.6947, -0.3128, -1.4744, 1.0610, -1.3132, -0.3767, 0.3591, -0.9072, -0.4006, 0.9158, -0.2597, -0.2457, -0.2528, 0.2902, 0.2650, 0.3553, 0.3065, 0.3680, 0.4431, 0.2832, 0.4377, 0.2307, 0.2750, 0.3439, 0.3846, 0.4389, 0.3426, -0.1423, 0.2355, 0.4630, 0.3504, 0.4051, 0.6817, -0.6486, 0.4201, 0.3120]}

no.,total energy (eV),HOMO-LUMO gap (eV),E_HOMO (Eh)
1,-9404.6634,10.1060,-0.3324
2,-9408.8707,11.2443,-0.3765
3,-6885.0017,9.2287,-0.2951
4,-7831.5135,10.0219,-0.3386
5,-161102.0998,8.1169,-0.2945
6,-34274.5319,9.0486,-0.4728